(1)
{"formula": "C15H19N3OS", "method": "ωB97M-V with the def2-TZVPD basis set", "species": ["C", "H", "H", "C", "N", "C", "O", "N", "C", "H", "C", "H", "H", "C", "C", "N", "C", "C", "C", "C", "C", "C", "S", "H", "H", "H", "H", "H", "C", "C", "H", "H", "H", "H", "H", "H", "H", "H", "H"], "coordinates": [[-6.2817, -0.7155, 0.5457], [-6.1226, -0.8594, -0.5202], [-7.3147, -0.4201, 0.7071], [-5.3395, 0.3653, 1.0678], [-3.9429, 0.0264, 0.8821], [-3.3149, 0.4089, -0.2813], [-3.8298, 1.1736, -1.0757], [-2.0664, -0.1173, -0.5006], [-1.1845, -0.6378, 0.5177], [-1.7447, -0.8863, 1.4180], [-0.1119, 0.3924, 0.8826], [0.5873, -0.0635, 1.5856], [-0.5913, 1.2356, 1.3814], [0.6415, 0.8958, -0.3743], [2.0997, 0.6369, -0.2281], [2.6619, -0.4945, -0.4056], [4.0051, -0.4566, -0.1683], [4.8870, -1.5269, -0.2817], [6.2215, -1.3207, -0.0040], [6.6910, -0.0676, 0.3847], [5.8346, 1.0094, 0.5036], [4.4936, 0.8097, 0.2253], [3.1805, 1.9466, 0.2770], [6.1946, 1.9811, 0.8037], [7.7413, 0.0650, 0.5961], [6.9170, -2.1421, -0.0884], [4.5116, -2.4915, -0.5835], [0.4905, 1.9749, -0.4718], [0.1084, 0.2064, -1.6350], [-1.4042, 0.3399, -1.7191], [-1.6852, 1.3854, -1.8892], [-1.7859, -0.2426, -2.5659], [0.4122, -0.8399, -1.6257], [0.5503, 0.6696, -2.5181], [-0.7135, -1.5545, 0.1485], [-3.6740, -0.8561, 1.2880], [-5.5074, 0.5328, 2.1363], [-5.5078, 1.2979, 0.5268], [-6.1066, -1.6605, 1.0582]], "atomic_forces_ev_per_a": [[0.2, 0.2, 0.1], [0.0, 0.0, -0.1], [-0.2, 0.0, 0.0], [-0.2, 0.0, 0.0], [0.0, -0.2, 0.3], [0.2, -0.3, 0.2], [-0.3, 0.2, -0.3], [0.1, 0.1, -0.2], [0.2, 0.0, 0.3], [0.1, -0.1, -0.1], [-0.2, -0.1, 0.1], [0.0, 0.0, 0.0], [0.0, 0.0, 0.1], [-0.2, -0.1, -0.1], [0.4, 0.8, 0.2], [-0.8, -0.6, -0.3], [0.8, 0.6, 0.3], [0.0, 0.0, 0.0], [0.0, -0.1, 0.0], [0.1, 0.1, 0.0], [0.1, 0.0, 0.0], [-0.3, -0.2, -0.1], [-0.1, -0.5, -0.2], [0.1, 0.1, 0.0], [0.1, 0.0, 0.0], [0.1, -0.1, 0.0], [0.0, -0.1, 0.0], [0.0, -0.1, 0.0], [-0.1, 0.1, 0.1], [-0.1, 0.1, -0.4], [0.1, -0.2, 0.0], [0.1, 0.2, 0.0], [0.1, 0.0, 0.0], [0.0, -0.1, 0.0], [-0.1, 0.0, 0.1], [0.1, 0.1, -0.1], [0.0, 0.1, -0.1], [0.0, -0.1, 0.2], [0.0, -0.1, 0.0]], "nbo_charge": [-0.6183, 0.2161, 0.2125, -0.2184, -0.6429, 0.7891, -0.6690, -0.4619, -0.2089, 0.2092, -0.4005, 0.2195, 0.2146, -0.2780, 0.1517, -0.4785, 0.1796, -0.2242, -0.2132, -0.2138, -0.2028, -0.2502, 0.3562, 0.2188, 0.2157, 0.2158, 0.2246, 0.2198, -0.4070, -0.2107, 0.2176, 0.2012, 0.2206, 0.2266, 0.1986, 0.3787, 0.1855, 0.2323, 0.1941], "smiles": "CCNC(=O)N1CCC(c2nc3ccccc3s2)CC1", "homo_lumo_gap_ev": 9.5, "de_lowest_kj_mol": 10.3, "homo_ha": -0.3254, "fmax_ev_per_a": 1.05}

(2)
{"formula": "C15H19N5S", "method": "ωB97M-V with the def2-TZVPD basis set", "species": ["N", "N", "N", "S", "C", "C", "C", "C", "C", "C", "C", "C", "C", "N", "N", "C", "C", "C", "C", "C", "C", "H", "H", "H", "H", "H", "H", "H", "H", "H", "H", "H", "H", "H", "H", "H", "H", "H", "H", "H"], "coordinates": [[2.5635, 0.9995, 1.7968], [-0.9717, 0.5512, -3.5891], [2.5805, 1.6708, 0.5784], [0.0623, 1.0631, 1.0029], [1.3629, 0.5662, 2.1141], [-0.8193, 1.4586, -2.6184], [1.3641, 1.7559, 0.0606], [1.9812, -1.3694, -4.7360], [2.9465, -0.7401, -3.9995], [0.6398, -1.0468, -4.6053], [2.5738, 0.1826, -3.0496], [0.3017, -0.0049, -3.7804], [1.2444, 0.5988, -2.9532], [0.5279, 1.5369, -2.2324], [1.1307, -0.1140, 3.2922], [-2.0010, 2.2084, -2.0551], [1.1218, 2.4561, -1.2502], [-3.0975, -2.8201, 3.6002], [-0.2334, -0.2858, 3.8176], [-2.2820, -1.5321, 3.8931], [-0.9208, -1.5153, 3.2237], [2.2619, -2.1164, -5.4698], [3.9941, -0.9905, -4.1025], [-0.1381, -1.4732, -5.2246], [3.3631, 0.6632, -2.4983], [1.9009, -0.0168, 3.9495], [-1.8649, 2.3010, -0.9644], [-2.0418, 3.2204, -2.4922], [-2.9190, 1.6619, -2.2967], [2.0858, 2.7804, -1.6442], [0.4949, 3.3214, -1.0258], [-2.6126, -3.7294, 4.0249], [-4.0671, -2.6941, 4.0543], [-3.2234, -2.9642, 2.5262], [-0.8126, 0.6163, 3.6069], [-0.2428, -0.3290, 4.9139], [-2.1800, -1.4203, 4.9724], [-2.8742, -0.6462, 3.5576], [-0.8890, -1.4166, 2.1323], [-0.3106, -2.3876, 3.4702]], "atomic_forces_ev_per_a": [[-0.9, -0.2, -0.7], [0.5, 0.8, 1.5], [-2.5, -0.6, 0.2], [1.5, -0.4, 0.3], [0.4, 0.6, 0.7], [0.5, -1.8, -1.9], [1.9, 0.3, 0.4], [-1.0, -1.0, -1.2], [0.3, 0.1, 0.8], [0.3, 0.0, -0.9], [0.4, 1.4, 0.5], [-1.3, 0.5, 0.5], [-0.1, -0.5, -0.5], [-0.7, 1.2, 0.8], [-0.1, 0.4, -0.1], [1.1, 0.3, 0.2], [-0.1, -0.9, 0.2], [0.8, 0.3, 0.3], [0.7, 0.1, -0.4], [-1.1, -0.7, -1.1], [0.5, 0.9, 0.9], [0.0, 0.0, 0.1], [-0.1, 0.0, 0.0], [0.1, -0.2, 0.0], [0.0, 0.1, 0.4], [-0.3, -0.1, -0.3], [-0.4, 0.1, -0.3], [-0.1, -0.3, 0.2], [0.4, 0.1, 0.1], [-0.1, 0.1, 0.2], [-0.2, -0.1, -0.6], [-0.3, 0.7, -0.3], [-0.5, -0.3, 0.1], [0.0, 0.0, 0.0], [-0.1, 0.1, -0.2], [0.5, -0.2, -0.2], [0.2, 0.0, 0.1], [0.4, -0.6, 0.1], [-0.5, -0.2, 0.1], [-0.2, -0.1, 0.1]], "nbo_charge": [-0.3377, -0.4664, -0.2268, 0.2893, 0.2504, 0.4010, 0.0016, -0.2240, -0.2230, -0.2038, -0.2477, 0.0797, 0.1561, -0.3856, -0.6125, -0.6601, -0.2576, -0.6006, -0.2095, -0.3955, -0.4123, 0.2104, 0.2169, 0.2232, 0.2169, 0.4142, 0.2137, 0.2324, 0.2581, 0.2456, 0.2274, 0.2039, 0.2080, 0.2062, 0.1850, 0.2100, 0.1965, 0.1974, 0.2100, 0.2092], "smiles": "CCCCNc1nnc(Cn2c(C)nc3ccccc32)s1", "homo_lumo_gap_ev": 8.8, "de_lowest_kj_mol": 215.5, "homo_ha": -0.3075, "fmax_ev_per_a": 2.69}

(3)
{"formula": "C15H19NO5", "method": "ωB97M-V with the def2-TZVPD basis set", "species": ["C", "C", "H", "H", "O", "C", "O", "C", "C", "C", "C", "C", "C", "N", "C", "O", "C", "C", "C", "H", "H", "H", "H", "C", "C", "O", "O", "H", "H", "H", "H", "H", "H", "H", "H", "H", "H", "H", "H", "H"], "coordinates": [[-0.1822, 3.3707, 0.8511], [-1.2005, 2.5785, 1.6500], [-2.1977, 3.0269, 1.5954], [-0.9107, 2.5148, 2.7046], [-1.2728, 1.2489, 1.1186], [-2.4324, 0.5754, 1.3075], [-3.3356, 1.0461, 1.9546], [-2.4896, -0.7652, 0.6829], [-3.5391, -1.5667, 1.1434], [-3.7459, -2.8381, 0.6570], [-2.8970, -3.3314, -0.3228], [-1.8614, -2.5579, -0.8050], [-1.6327, -1.2705, -0.3164], [-0.5914, -0.4919, -0.8067], [0.3584, -0.7993, -1.7396], [0.4007, -1.8263, -2.3798], [1.4141, 0.2834, -1.8897], [2.7850, -0.2578, -1.4487], [3.8415, 0.8381, -1.5388], [4.8266, 0.4350, -1.3163], [3.8638, 1.2630, -2.5393], [3.6234, 1.6297, -0.8273], [3.0524, -1.0759, -2.1250], [2.7155, -0.8541, -0.0301], [2.0537, 0.0550, 0.9717], [2.2721, 1.2288, 1.1281], [1.1480, -0.6010, 1.7040], [0.7043, -0.0023, 2.3264], [2.1687, -1.7976, -0.0384], [3.7321, -1.0487, 0.3198], [1.1656, 1.1756, -1.3149], [1.4731, 0.5537, -2.9457], [-0.5095, 0.4087, -0.3513], [-1.2100, -2.9422, -1.5717], [-3.0434, -4.3253, -0.7179], [-4.5593, -3.4389, 1.0330], [-4.1866, -1.1519, 1.9012], [-0.4863, 3.4366, -0.1913], [0.7961, 2.8994, 0.9093], [-0.1108, 4.3748, 1.2580]], "atomic_forces_ev_per_a": [[-0.1, -0.4, 0.1], [-0.1, 0.7, 0.1], [0.2, -0.1, 0.1], [-0.1, 0.0, -0.1], [0.2, -0.3, -0.2], [-0.3, 0.4, 0.3], [0.2, -0.1, -0.1], [-0.1, -0.3, -0.1], [0.1, 0.1, 0.0], [0.0, -0.1, 0.0], [-0.1, 0.2, 0.1], [0.1, -0.2, -0.2], [-0.2, -0.2, 0.1], [0.0, 0.4, 0.1], [0.0, 0.5, 0.0], [0.1, -0.3, -0.2], [0.2, -0.3, -0.1], [0.0, 0.2, 0.1], [-0.1, -0.1, -0.1], [0.1, 0.0, 0.0], [0.0, 0.1, -0.1], [0.0, 0.1, 0.0], [-0.1, 0.0, 0.1], [0.0, -0.1, -0.2], [0.0, 0.0, 0.1], [0.1, 0.2, 0.0], [-0.3, -0.5, 0.3], [0.2, 0.1, -0.2], [0.1, 0.0, 0.0], [0.0, 0.0, 0.1], [0.0, 0.1, 0.0], [-0.1, 0.0, 0.0], [0.1, -0.2, -0.1], [0.0, 0.0, 0.0], [0.0, -0.1, -0.1], [-0.1, 0.0, 0.0], [0.0, 0.0, 0.0], [0.0, 0.1, -0.1], [0.0, 0.1, 0.0], [0.0, 0.1, 0.0]], "nbo_charge": [-0.6439, -0.0717, 0.2080, 0.1826, -0.5548, 0.7933, -0.5889, -0.2554, -0.1266, -0.2481, -0.1594, -0.2712, 0.2831, -0.6438, 0.6914, -0.6130, -0.5003, -0.1873, -0.6129, 0.2084, 0.2085, 0.2290, 0.2251, -0.5293, 0.8075, -0.6233, -0.6780, 0.4985, 0.2424, 0.2458, 0.2099, 0.2406, 0.4315, 0.2596, 0.2165, 0.2173, 0.2375, 0.2067, 0.2431, 0.2217], "smiles": "CCOC(=O)c1ccccc1NC(=O)C[C@@H](C)CC(=O)O", "homo_lumo_gap_ev": 9.1, "de_lowest_kj_mol": 1.1, "homo_ha": -0.3219, "fmax_ev_per_a": 0.70}